Entry 1:
Entry from the Open Molecules 2025 dataset: a molecular structure, C19H28Cl3NORe (ωB97M-V with the def2-TZVPD basis set).

ORCA input file:
```
! wB97M-V def2-TZVPD RIJCOSX def2/J DEFGRID3
* xyz -2 4
C 0.7702 0.6415 -2.3520
C 0.0420 1.6191 -1.5789
C -1.2412 1.1122 -1.3219
C 0.4229 3.0502 -1.4491
C -1.3785 -0.2154 -1.9305
C -0.1491 -0.4118 -2.6561
C 0.2881 -1.6978 -3.2252
C 2.1452 0.8576 -2.8868
C -2.3623 1.9317 -0.7945
C -2.5456 -1.1144 -1.7450
Re 0.1838 -0.3638 -0.5486
Cl 1.3874 3.4195 2.4390
Cl 2.6495 0.0700 0.2214
Cl -1.1059 0.2153 1.2159
H 1.4770 3.1637 -1.1631
H -0.1378 3.5629 -0.6625
H 0.2663 3.6028 -2.3960
H -2.0792 2.5925 0.0465
H -3.2449 1.3336 -0.4926
H -2.7157 2.6094 -1.5986
H -2.8414 -1.1672 -0.6931
H -2.3122 -2.1135 -2.1012
H -3.3834 -0.6918 -2.2920
H -0.4865 -2.4269 -3.4552
H 0.8110 -2.1036 -2.3077
H 1.0717 -1.6199 -3.9801
H 2.7379 1.4420 -2.1752
H 2.0801 1.4269 -3.8231
H 2.6513 -0.0933 -3.0777
O 1.1777 -1.9242 -0.9009
H 2.1191 -1.9985 -0.7049
C 1.9805 0.5939 5.1242
N 1.1316 -0.3135 4.4321
C -0.2648 -0.1997 4.7438
C 1.4740 -0.6097 3.0765
C 0.7753 -1.8803 2.5780
C 0.7729 -3.0186 3.4097
C 0.0289 -4.1561 3.0631
C -0.7412 -4.1879 1.8760
C -0.7140 -3.0650 1.0403
C 0.0869 -2.0029 1.3872
H 1.6645 0.6549 6.1616
H 1.9477 1.5840 4.6662
H 2.9993 0.2245 5.0747
H -0.7682 0.5480 4.1072
H -0.7915 -1.1536 4.6140
H -0.3645 0.1122 5.7915
H 1.2946 0.2745 2.4494
H 2.5451 -0.8015 3.0816
H 1.3632 -2.9955 4.3374
H 0.0323 -5.0418 3.7044
H -1.3261 -5.0625 1.5750
H -1.2899 -3.0607 0.1091
*
```

Values from the calculation:
HOMO level (alpha / beta): 1.03 / -0.73 eV
maximum force: 4.80 eV Å⁻¹
E: -63389.62042 eV
HOMO-LUMO gap (alpha / beta): 3.75 / 5.46 eV



Entry 2:
Entry from the Open Molecules 2025 dataset: a molecular structure, C19H28ClCoO6 (ωB97M-V with the def2-TZVPD basis set).

ORCA input file:
```
! wB97M-V def2-TZVPD RIJCOSX def2/J DEFGRID3
* xyz -1 4
O 2.9473 -0.1977 -2.8460
C 2.1857 1.0482 -2.6870
C 1.0709 0.6004 -3.6406
H 2.7663 1.9037 -3.0290
H 1.8475 1.1769 -1.6508
C 1.9393 -0.7087 -3.7675
H 0.9334 1.2396 -4.5140
H 0.1185 0.4028 -3.1185
C 2.5418 -1.0585 -5.1083
H 3.1324 -0.2410 -5.5255
H 1.7692 -1.3261 -5.8369
H 3.1939 -1.9356 -5.0106
C 1.1642 -1.8832 -3.2203
H 0.6993 -1.6064 -2.2664
H 1.8251 -2.7463 -3.0555
H 0.3661 -2.1552 -3.9323
Co -1.2482 1.5341 -0.4560
C -2.8173 0.2984 -0.3611
C -3.2208 1.6433 -0.0799
C -2.8799 2.4606 -1.2032
H -3.7021 1.9774 0.8287
C -2.2970 1.6182 -2.1980
C -2.2749 0.2776 -1.6836
H -1.9245 -0.6209 -2.1923
H -2.9122 -0.5588 0.3096
H -3.0237 3.5326 -1.2673
H -1.9504 1.9460 -3.1710
C 0.7613 0.1348 0.8720
C 0.1168 -1.1695 1.0147
C 0.9235 -2.1136 0.3506
H -0.8679 -1.2909 1.4259
C 2.1119 -1.4370 -0.1119
C 2.0796 -0.1148 0.3439
H 2.7999 0.6772 0.2217
H 1.0904 -1.5029 5.1102
H 0.7086 -3.1757 0.1839
H 2.9008 -1.8744 -0.7055
O 2.0713 2.8121 -5.0682
C 2.2895 2.2547 -6.3882
C 3.1601 3.1928 -7.2456
H 1.3037 2.0765 -6.8490
H 2.7744 1.2698 -6.2850
C 3.3676 4.4401 -6.3610
H 2.6458 3.4236 -8.1832
H 4.1162 2.7062 -7.4709
C 2.7892 4.0584 -4.9776
H 2.8078 5.2897 -6.7654
H 4.4238 4.7157 -6.2828
H 2.0828 4.8111 -4.5984
H 3.6020 3.9419 -4.2387
O -1.2894 -2.6363 3.2671
Cl -0.9628 -1.6614 4.2868
O -1.3149 -0.2972 3.9421
O 0.8123 -1.6473 4.1662
O 0.1862 1.2912 0.7891
*
```

Values from the calculation:
HOMO level (alpha / beta): -2.70 / -3.40 eV
maximum force: 2.52 eV Å⁻¹
E: -82581.29559 eV
energy relative to the best compared isomer or geometry (same formula, charge and spin): 0.0 kJ/mol
HOMO-LUMO gap (alpha / beta): 4.99 / 5.69 eV



Entry 3:
Entry from the Open Molecules 2025 dataset: C19H28N4O in the gas phase (ωB97M-V with the def2-TZVPD basis set).

ORCA input file:
```
! wB97M-V def2-TZVPD RIJCOSX def2/J DEFGRID3
* xyz 0 1
C 3.0228 -2.7604 1.4523
C 2.5471 -1.5294 0.7496
C 2.5115 -0.2939 1.3804
C 2.0458 0.8297 0.7202
C 1.5915 0.7539 -0.5907
C 1.6490 -0.4809 -1.2273
C 2.1114 -1.6027 -0.5677
H 2.1382 -2.5531 -1.0807
H 1.3346 -0.5698 -2.2582
C 1.0729 1.9853 -1.3039
N -0.3394 2.3218 -1.1973
C -0.8105 2.6576 0.1282
C -1.2421 1.4468 0.9663
N -2.2290 0.6681 0.2369
C -1.7022 0.2502 -1.0516
H -2.4865 -0.3070 -1.5699
C -1.3489 1.5103 -1.8602
C -1.0317 1.1868 -3.3185
H -1.8382 0.5687 -3.7181
H -0.1090 0.6087 -3.3962
C -0.9204 2.4531 -4.1708
O -0.6584 2.1725 -5.5267
H 0.1662 1.6776 -5.5876
H -0.1512 3.1172 -3.7548
H -1.8715 2.9894 -4.1647
H -2.2529 2.1378 -1.8560
H -0.8218 -0.4011 -0.9452
C -2.7582 -0.4391 1.0238
C -1.7321 -1.3935 1.5427
C -1.1052 -2.4764 0.9920
N -0.2011 -2.9992 1.8648
C -0.2528 -2.2540 2.9362
N -1.1672 -1.2590 2.7897
H -1.3996 -0.5490 3.4648
C 0.5527 -2.4287 4.1700
H -0.0917 -2.4537 5.0481
H 1.2590 -1.6065 4.2845
H 1.1050 -3.3606 4.1067
H -1.2551 -2.9213 0.0289
H -3.4699 -0.9761 0.3918
H -3.3066 -0.0033 1.8668
H -1.7044 1.8029 1.8925
H -0.3581 0.8414 1.2230
H -0.0310 3.2100 0.6563
H -1.6781 3.3161 0.0052
H 1.3108 1.9030 -2.3663
H 1.6105 2.8592 -0.9172
H 2.0412 1.7835 1.2314
H 2.8605 -0.2045 2.4003
H 3.5251 -2.5124 2.3842
H 2.1621 -3.3928 1.6714
H 3.7070 -3.3233 0.8202
*
```

Values from the calculation:
HOMO level: -7.98 eV
SMILES: Cc1ccc(CN2CCN(Cc3cnc(C)[nH]3)C[C@@H]2CCO)cc1
maximum force: 0.62 eV Å⁻¹
E: -28165.48164 eV
energy relative to the best compared isomer or geometry (same formula, charge and spin): 134.2 kJ/mol
HOMO-LUMO gap: 8.67 eV



Entry 4:
Entry from the Open Molecules 2025 dataset: a molecular structure, C19H28N5O4S2Se2Ti (ωB97M-V with the def2-TZVPD basis set).

ORCA input file:
```
! wB97M-V def2-TZVPD RIJCOSX def2/J DEFGRID3
* xyz -1 3
Ti 0.0904 1.9202 1.0453
Se -1.5877 4.0083 -1.1423
Se 0.0658 5.8536 0.5222
C 1.6492 4.8476 0.2469
C 2.8175 5.5635 -0.0400
C 3.9866 4.8974 -0.3411
C 3.9673 3.5126 -0.3654
C 2.7927 2.8684 -0.0332
N 1.6544 3.4947 0.2993
C -2.4598 4.0228 0.5455
C -3.5913 4.7736 0.8435
C -4.1021 4.7257 2.1290
C -3.4930 3.9247 3.0824
C -2.3880 3.1822 2.7062
N -1.8920 3.2433 1.4731
H 2.7656 6.6425 -0.0470
H 4.8900 5.4489 -0.5734
H 4.8391 2.9285 -0.6269
H 2.7065 1.7923 -0.0280
H -4.0441 5.3782 0.0699
H -4.9797 5.3076 2.3859
H -3.8671 3.8660 4.0957
H -1.8613 2.4927 3.3565
O 0.1905 1.7066 2.6724
C 1.5547 -5.8399 -0.1506
C 2.6495 -4.8051 -0.3941
C 2.7473 -3.7278 0.6821
S 1.4550 -2.4525 0.7100
O 0.1398 -3.2057 0.7198
C 1.7445 -1.8361 -0.9983
C 0.7304 -2.3275 -2.0290
C -0.1255 -1.1694 -2.5397
H 1.6160 -6.6435 -0.8877
H 0.5680 -5.3846 -0.1964
H 1.6623 -6.2864 0.8407
H 2.5105 -4.3351 -1.3703
H 3.6178 -5.3148 -0.4397
H 3.6682 -3.1457 0.5870
H 2.7438 -4.1739 1.6797
H 2.7654 -2.1172 -1.2559
H 1.6873 -0.7526 -0.8571
H 0.1055 -3.0958 -1.5686
H 1.2482 -2.8111 -2.8627
H -0.6119 -0.6566 -1.7101
H -0.8771 -1.5020 -3.2613
H 0.4961 -0.4120 -3.0211
O 4.1212 -0.4118 0.2548
N 3.6687 -0.0900 1.2587
O 1.0661 0.7066 0.3536
S -2.6045 0.6175 0.7478
C -2.9123 -0.8992 0.0789
N -2.2765 -2.0572 0.2503
C -2.8500 -3.1375 -0.5357
C -4.1171 -2.4974 -1.1418
N -3.9761 -1.1159 -0.7287
H -1.3462 -2.1530 0.6381
H -3.0894 -3.9940 0.0958
H -2.1564 -3.4716 -1.3062
H -5.0304 -2.9486 -0.7453
H -4.1349 -2.5873 -2.2297
H -4.6072 -0.3669 -0.9437
*
```

Values from the calculation:
HOMO level (alpha / beta): -3.69 / -4.46 eV
maximum force: 0.60 eV Å⁻¹
E: -211277.46703 eV
energy relative to the best compared isomer or geometry (same formula, charge and spin): 0.0 kJ/mol
HOMO-LUMO gap (alpha / beta): 6.16 / 6.50 eV



Among the records above, which one has the lowest maximum force?
C19H28N5O4S2Se2Ti



Number 1 is which compound?
C19H28Cl3NORe